C25H37N3O4S | wB97M-V/def2-TZVPD

Results
Gap between HOMO and LUMO: 0.3357 Ha
HOMO: -0.3138 Ha
2S+1: 1
Strongest force on any atom: 1.010 eV/Å
SMILES string: CC(C)CCNC(=O)C1CCN(S(=O)(=O)c2ccc3c(c2)C[C@@H](C)N3C(=O)C2CCC2)CC1
LUMO energy: 0.6 eV
ΔE to the lowest compared entry with this formula, charge and spin: 0.910 eV
E: -1838.28541 a.u.

```
70
Properties=species:S:1:pos:R:3:forces:R:3:mulliken_charge:R:1
C 1.9816 0.9044 0.0786 -0.04 0.20 0.25 -0.841
H 1.9537 0.0911 0.7981 -0.01 -0.10 0.03 0.314
H 2.5176 0.5570 -0.8029 0.09 -0.07 -0.17 0.362
H 0.9602 1.1476 -0.2006 -0.17 -0.04 -0.10 -0.181
C 2.6850 2.1115 0.6900 0.28 -0.10 -0.27 1.388
C 4.0143 1.6798 1.3060 -0.28 0.15 0.03 -1.851
H 3.8477 0.8881 2.0320 0.04 -0.13 0.12 0.274
H 4.5041 2.5148 1.8033 0.12 0.08 0.06 0.436
H 4.6823 1.2986 0.5366 0.12 -0.07 -0.11 0.452
C 2.9173 3.2247 -0.3378 -0.36 0.02 0.28 -1.094
C 1.6330 3.8013 -0.9447 0.20 0.15 0.16 -0.718
N 1.1912 3.1039 -2.1333 0.36 0.08 -0.02 -0.019
C -0.0239 2.5297 -2.2565 0.15 0.07 -0.54 0.134
O -0.8174 2.4834 -1.3369 -0.34 0.00 0.28 -0.685
C -0.3049 1.9872 -3.6616 -0.23 -0.03 -0.13 0.068
C -1.7683 1.5611 -3.8143 0.16 -0.05 0.28 -1.467
C -2.0590 0.3093 -2.9912 -0.66 0.37 0.12 -0.314
N -1.1602 -0.7581 -3.3726 -0.31 -0.96 0.00 -0.046
S -1.5740 -2.2657 -2.7768 0.04 -0.01 -0.12 1.340
O -2.9827 -2.4348 -2.9781 -0.04 0.28 0.27 -0.737
O -0.6748 -3.2137 -3.3662 0.25 0.15 0.24 -0.743
C -1.2132 -2.1129 -1.0326 -0.17 -0.07 -0.78 -0.414
C 0.0383 -2.4768 -0.5753 0.05 -0.09 0.02 -0.524
C 0.4340 -2.1736 0.7198 0.09 -0.08 0.00 -0.782
C -0.4515 -1.4657 1.5165 -0.16 -0.12 -0.55 0.249
C -1.7299 -1.1280 1.0576 0.20 -0.13 0.05 1.212
C -2.1224 -1.4484 -0.2215 -0.02 -0.05 0.17 -1.004
H -3.1017 -1.2075 -0.6022 -0.16 0.09 0.00 0.540
C -2.4550 -0.3607 2.1210 0.10 0.19 -0.03 -1.019
H -3.4688 -0.7232 2.2831 -0.03 0.02 0.07 0.440
H -2.5101 0.6946 1.8428 -0.03 0.02 0.02 0.326
C -1.5655 -0.5772 3.3592 -0.41 -0.07 0.52 -0.236
N -0.2646 -0.9731 2.8107 0.02 0.06 -0.18 0.418
C 0.9534 -0.7913 3.3979 -0.10 0.13 0.40 0.180
O 1.9813 -1.1802 2.8804 0.24 -0.09 -0.11 -0.634
C 0.9481 -0.0126 4.6991 0.07 -0.34 -0.06 0.354
H 0.2482 -0.4551 5.4070 -0.05 0.01 -0.04 0.563
C 0.7729 1.5115 4.4946 -0.24 0.27 -0.05 -0.724
H -0.0197 1.9553 5.0951 -0.05 0.01 -0.05 0.369
H 0.6381 1.8070 3.4550 -0.09 0.03 -0.06 0.177
C 2.1876 1.7465 5.0448 0.17 0.24 0.10 -0.426
H 2.8809 2.1674 4.3210 0.05 0.06 -0.02 0.112
H 2.2199 2.3446 5.9529 0.03 0.06 -0.01 0.277
C 2.3538 0.2364 5.2706 0.22 -0.23 0.07 -1.045
H 3.1350 -0.2282 4.6729 -0.01 -0.03 0.04 0.324
H 2.4739 -0.0598 6.3098 -0.01 -0.02 0.04 0.315
C -2.1159 -1.7066 4.2316 0.10 0.25 -0.05 -1.581
H -3.0707 -1.4152 4.6615 -0.13 -0.01 0.05 0.462
H -2.2585 -2.6004 3.6283 -0.04 -0.11 -0.07 0.369
H -1.4308 -1.9476 5.0407 0.05 -0.03 0.08 0.355
H -1.4650 0.3368 3.9457 0.02 -0.06 -0.08 0.339
H 1.4068 -2.4542 1.0857 0.02 0.00 -0.01 0.488
H 0.6943 -3.0070 -1.2468 0.15 -0.06 -0.03 0.509
C 0.2311 -0.4241 -3.1797 0.71 0.04 -0.09 -0.239
C 0.5958 0.7968 -4.0193 -0.11 -0.07 0.16 -1.338
H 1.6496 1.0349 -3.8624 0.02 -0.04 -0.04 0.511
H 0.4496 0.5549 -5.0733 0.06 0.01 -0.04 0.494
H 0.8095 -1.2953 -3.4907 0.15 0.16 0.07 0.632
H 0.4417 -0.2156 -2.1191 0.02 -0.02 -0.04 0.038
H -3.0710 -0.0507 -3.1774 -0.01 0.18 0.04 0.548
H -1.9499 0.5547 -1.9264 -0.05 -0.01 -0.13 0.187
H -2.4245 2.3632 -3.4750 -0.03 -0.03 -0.04 0.441
H -1.9703 1.3574 -4.8666 -0.02 0.02 -0.04 0.456
H -0.1005 2.8076 -4.3611 0.01 -0.07 0.08 0.440
H 1.8097 3.1278 -2.9284 -0.16 -0.05 -0.03 0.285
H 1.7954 4.8536 -1.2075 -0.08 -0.08 0.09 0.390
H 0.8109 3.7469 -0.2284 0.06 0.09 -0.05 0.337
H 3.4563 4.0376 0.1536 0.08 0.03 -0.03 0.376
H 3.5552 2.8474 -1.1411 0.13 0.00 -0.04 0.384
H 2.0505 2.5158 1.4874 -0.02 0.04 0.01 -0.007
```
Positions in Å, forces in eV/Å.

C25H37N5O | wB97M-V/def2-TZVPD

Results
Gap between HOMO and LUMO: 0.3030 Ha
HOMO: -0.2763 Ha
2S+1: 1
Strongest force on any atom: 0.752 eV/Å
SMILES string: Cc1ccccc1N1CCN([C@@H]2CCCN(C(=O)c3cc(CC(C)C)nn3C)C2)CC1
LUMO energy: 0.7 eV
ΔE to the lowest compared entry with this formula, charge and spin: 0.563 eV
E: -1323.85742 a.u.

```
68
Properties=species:S:1:pos:R:3:forces:R:3:mulliken_charge:R:1
C 0.7366 -0.0113 -4.5321 -0.04 0.04 -0.01 -1.652
C -0.5216 0.8074 -4.4777 0.06 0.01 0.01 0.717
C -1.1501 1.1388 -5.6681 -0.07 0.10 0.00 -0.603
C -2.3567 1.8150 -5.6933 -0.05 0.02 -0.08 -0.658
C -2.9620 2.1518 -4.4972 -0.07 0.02 -0.08 -0.922
C -2.3432 1.8504 -3.2992 0.03 0.00 0.13 -0.694
C -1.1082 1.2004 -3.2612 -0.17 -0.01 -0.33 0.913
N -0.4804 0.8600 -2.0572 0.02 -0.12 0.14 0.791
C 0.8319 1.4086 -1.7762 0.15 0.30 0.16 -0.458
C 0.7490 2.6875 -0.9177 0.06 -0.11 -0.17 -1.353
N -0.0231 2.5401 0.2975 -0.14 -0.04 -0.07 0.238
C -1.3264 1.9810 0.0030 -0.07 -0.16 -0.16 -0.937
H -1.8553 1.7773 0.9358 -0.02 0.03 0.01 0.416
C -1.2629 0.7021 -0.8498 -0.14 0.11 0.22 -0.273
H -2.2670 0.3689 -1.1141 0.01 -0.05 0.02 0.761
H -0.7941 -0.0959 -0.2599 -0.08 -0.02 0.05 -0.667
H -1.8819 2.7540 -0.5409 -0.10 -0.09 0.02 0.463
C 0.6378 2.1275 1.5119 0.38 0.18 0.03 -0.024
C 1.5604 0.8865 1.4258 -0.56 0.08 -0.27 -0.119
N 2.0143 0.5412 2.7506 0.19 -0.01 -0.01 0.274
C 1.5059 -0.4676 3.4978 0.21 0.08 0.15 0.263
O 1.6900 -0.5504 4.7032 -0.11 -0.06 0.13 -0.717
C 0.7510 -1.5115 2.7667 -0.10 -0.56 -0.30 -0.023
C 1.0920 -2.2902 1.6706 -0.12 0.21 0.34 0.194
C 0.0215 -3.1829 1.5076 0.26 0.17 0.18 0.473
N -0.8986 -2.9582 2.4356 -0.54 -0.52 -0.10 -1.174
N -0.4473 -1.9716 3.1960 0.66 0.24 -0.23 0.934
C -1.2178 -1.4885 4.3052 -0.36 0.22 0.45 -0.855
H -1.7946 -0.6033 4.0229 0.01 -0.06 0.02 0.268
H -1.9042 -2.2769 4.6063 0.05 0.04 -0.04 0.318
H -0.5488 -1.2365 5.1273 -0.07 -0.04 -0.08 0.320
C -0.1671 -4.2337 0.4690 -0.36 0.19 -0.04 -1.307
H -0.7847 -5.0232 0.8996 0.07 -0.08 0.00 0.440
H 0.8014 -4.6551 0.1919 0.00 -0.09 -0.02 0.360
C -0.8657 -3.6874 -0.7893 0.18 -0.19 -0.12 0.884
C -1.3467 -4.8407 -1.6653 -0.05 0.24 0.16 -1.751
H -0.5064 -5.4625 -1.9682 0.10 -0.10 -0.06 0.346
H -2.0584 -5.4626 -1.1276 -0.08 -0.11 0.02 0.449
H -1.8317 -4.4594 -2.5612 -0.05 -0.02 -0.13 0.400
C 0.0660 -2.7789 -1.5857 -0.26 -0.03 0.17 -1.000
H -0.4675 -2.3205 -2.4154 0.00 0.09 -0.12 0.373
H 0.9024 -3.3509 -1.9838 0.13 -0.08 -0.07 0.467
H 0.4623 -1.9860 -0.9567 0.09 0.18 0.01 -0.123
H -1.7358 -3.1058 -0.4653 0.03 -0.02 0.03 0.250
H 1.9987 -2.2444 1.1009 0.19 0.06 -0.12 0.498
C 2.7841 1.5860 3.3947 0.11 0.14 0.51 -1.031
H 3.0610 1.2268 4.3871 0.06 0.06 -0.17 0.495
C 1.9714 2.8769 3.4914 0.23 -0.07 -0.23 -0.618
C 1.4525 3.2815 2.1136 -0.31 -0.20 0.28 -0.893
H 0.8207 4.1671 2.1859 -0.01 0.02 -0.07 0.342
H 2.2944 3.5214 1.4615 0.07 0.04 -0.10 0.269
H 2.5961 3.6671 3.9096 0.00 0.01 0.08 0.441
H 1.1295 2.7161 4.1677 -0.01 0.01 0.07 0.354
H 3.6915 1.7564 2.8048 -0.01 0.00 0.02 0.373
H 1.0220 0.0445 0.9952 0.14 0.14 -0.03 -0.482
H 2.4352 1.1120 0.8067 -0.03 -0.03 -0.07 -0.121
H -0.1585 1.8828 2.2264 0.06 -0.03 -0.03 0.300
H 1.7537 3.0317 -0.6726 0.06 0.07 -0.04 0.504
H 0.2589 3.4661 -1.5162 0.12 -0.01 -0.07 0.408
H 1.3300 1.6596 -2.7105 0.05 -0.07 0.00 0.483
H 1.4219 0.6427 -1.2604 0.08 0.04 -0.04 0.173
H -2.8324 2.1338 -2.3803 0.00 0.03 0.10 0.268
H -3.9149 2.6608 -4.4919 -0.07 0.04 0.01 0.403
H -2.8258 2.0583 -6.6346 -0.05 0.01 -0.08 0.383
H -0.6892 0.8375 -6.5987 0.05 -0.05 -0.08 0.438
H 0.6827 -0.7085 -5.3662 0.04 -0.04 -0.03 0.502
H 1.6152 0.6163 -4.6877 0.11 -0.02 0.04 0.339
H 0.8695 -0.5743 -3.6126 0.07 -0.07 0.07 0.169
```
Positions in Å, forces in eV/Å.

C25H37N5O3 | wB97M-V/def2-TZVPD

Results
Gap between HOMO and LUMO: 0.3179 Ha
HOMO: -0.2977 Ha
2S+1: 1
Strongest force on any atom: 0.590 eV/Å
SMILES string: CCOCCOC[C@H]1CCNC1=O.c1cc[nH]c1.c1cc[nH]c1.c1cc[nH]c1.c1cc[nH]c1
LUMO energy: 0.6 eV
ΔE to the lowest compared entry with this formula, charge and spin: 3.066 eV
E: -1474.25082 a.u.

```
70
Properties=species:S:1:pos:R:3:forces:R:3:mulliken_charge:R:1
C -2.9881 -0.5567 -2.0120 0.02 0.07 0.00 -1.288
C -1.6592 -1.2589 -2.1751 -0.04 -0.02 -0.01 0.081
O -1.6910 -2.4521 -1.4028 -0.05 -0.02 -0.05 -0.390
C -0.7435 -3.4223 -1.7938 0.07 -0.05 0.01 -0.931
C 0.6982 -2.9804 -1.6056 0.01 -0.13 0.14 -0.232
O 1.2020 -2.2179 -2.6850 -0.02 0.16 0.03 -0.165
C 2.1250 -2.8638 -3.5396 -0.09 0.01 -0.01 -1.095
C 3.0997 -1.8168 -4.0298 -0.11 -0.13 -0.20 0.531
C 2.5040 -0.6781 -4.8620 0.01 0.15 0.04 -0.701
C 3.0349 0.6176 -4.1974 -0.05 0.07 0.06 -0.497
N 4.0138 0.2287 -3.1720 -0.06 -0.43 -0.40 -0.355
C 3.8544 -1.1465 -2.8891 -0.26 0.31 -0.26 0.195
O 4.2674 -1.6987 -1.9121 0.41 -0.26 0.26 -0.577
H -3.0042 0.3598 -2.6063 -0.03 -0.03 0.05 0.388
H -3.8074 -1.1974 -2.3384 0.03 -0.01 -0.01 0.387
H -3.1570 -0.2915 -0.9670 0.00 0.01 -0.03 0.207
H -1.4647 -1.5022 -3.2274 -0.06 -0.03 0.03 0.265
H -0.8359 -0.6156 -1.8428 0.03 -0.02 -0.01 0.190
H -0.9063 -3.7268 -2.8382 0.01 0.05 0.02 0.326
H -0.9287 -4.2908 -1.1580 -0.02 0.01 -0.01 0.469
H 0.7462 -2.3551 -0.7081 0.04 0.01 -0.04 0.117
H 1.3266 -3.8600 -1.4270 0.02 0.05 -0.04 0.480
H 1.6009 -3.3151 -4.3931 0.05 -0.06 0.05 0.229
H 2.6652 -3.6503 -3.0028 0.00 0.06 0.02 0.473
H 3.8782 -2.3204 -4.6155 -0.02 -0.06 0.08 0.501
H 2.8070 -0.7591 -5.9054 0.03 0.07 0.02 0.329
H 1.4143 -0.6858 -4.8387 0.04 -0.08 0.05 0.186
H 3.4632 1.3313 -4.9000 0.05 -0.10 -0.02 0.349
H 2.2131 1.1211 -3.6876 0.01 0.07 -0.05 0.203
H 4.9792 0.4194 -3.4102 -0.02 0.30 0.34 0.314
N -0.1180 -4.2648 1.7961 -0.03 -0.01 -0.04 0.208
C -0.4095 -5.4203 2.4692 0.01 -0.01 -0.02 -0.666
C 0.7693 -5.9489 2.9241 0.00 0.00 -0.01 -0.445
C 1.8138 -5.0766 2.5088 -0.04 -0.02 0.03 -0.650
C 1.2328 -4.0457 1.8210 -0.01 0.04 -0.08 -0.459
H -0.7944 -3.6709 1.3480 0.02 0.01 0.00 0.224
H -1.4242 -5.7662 2.5671 0.00 0.00 0.00 0.442
H 0.8727 -6.8589 3.4912 0.00 0.00 0.00 0.408
H 2.8681 -5.1918 2.6963 0.00 0.01 0.01 0.435
H 1.6626 -3.1771 1.3517 0.03 -0.01 0.03 0.516
N -0.7695 0.8192 4.4611 0.01 -0.01 0.01 0.038
C -0.4146 -0.5016 4.5160 0.02 0.03 -0.03 -0.842
C -0.8613 -1.1025 3.3691 -0.05 0.03 -0.10 -0.245
C -1.5174 -0.1061 2.5954 0.06 -0.01 -0.02 -0.141
C -1.4396 1.0669 3.2964 -0.07 0.08 -0.04 -0.981
H -0.5752 1.5096 5.1643 -0.02 0.00 -0.01 0.206
H 0.1297 -0.8999 5.3549 0.00 0.00 0.00 0.387
H -0.7267 -2.1338 3.0934 0.04 -0.03 0.15 0.332
H -1.9846 -0.2344 1.6325 -0.01 -0.01 0.00 0.697
H -1.8074 2.0518 3.0672 -0.05 -0.01 0.03 0.551
N -1.3155 5.2361 3.2700 -0.02 0.05 -0.09 0.093
C -0.3579 4.3694 3.7160 0.07 -0.06 -0.01 -0.502
C -0.1033 4.6652 5.0288 -0.03 0.02 0.01 -0.685
C -0.9413 5.7588 5.3855 -0.01 -0.01 0.00 -0.445
C -1.6764 6.0883 4.2787 0.01 -0.03 0.03 -0.550
H -1.7008 5.2377 2.3431 -0.07 -0.05 0.04 0.203
H 0.0582 3.6178 3.0667 0.03 0.01 0.02 0.610
H 0.6092 4.1622 5.6621 0.02 0.02 -0.01 0.470
H -0.9961 6.2459 6.3445 0.00 0.00 0.00 0.400
H -2.4234 6.8482 4.1266 0.00 0.00 0.01 0.391
N -1.3944 5.0638 -0.7242 -0.03 0.06 0.06 0.045
C -1.0192 3.7541 -0.5829 0.00 0.01 0.03 -1.038
C -1.5003 3.0642 -1.6626 0.00 0.00 0.00 0.439
C -2.1900 3.9949 -2.4879 0.00 -0.01 -0.01 -0.759
C -2.1062 5.2199 -1.8829 -0.01 -0.04 0.01 -0.455
H -1.1686 5.8060 -0.0878 0.08 0.01 -0.06 0.217
H -0.4401 3.4247 0.2636 0.01 -0.01 -0.01 0.378
H -1.3693 2.0101 -1.8425 0.00 0.01 0.02 0.408
H -2.6888 3.7873 -3.4198 0.00 0.00 0.00 0.401
H -2.4898 6.1818 -2.1762 0.00 0.00 0.00 0.378
```
Positions in Å, forces in eV/Å.

C25H37N7O3 | wB97M-V/def2-TZVPD

Results
Gap between HOMO and LUMO: 0.3002 Ha
HOMO: -0.2862 Ha
2S+1: 1
Strongest force on any atom: 1.369 eV/Å
SMILES string: CCOc1ccc2[nH]c(=O)c(CN(CCN3CCOCC3)Cc3nnnn3C(C)(C)CC)cc2c1
LUMO energy: 0.4 eV
ΔE to the lowest compared entry with this formula, charge and spin: 0.022 eV
E: -1583.82717 a.u.

```
72
Properties=species:S:1:pos:R:3:forces:R:3:mulliken_charge:R:1
C -0.4961 7.5940 0.8960 -0.03 -0.23 -0.34 -1.029
C -1.1492 6.9106 -0.3025 -0.15 0.22 0.32 -0.413
O -0.2041 6.4065 -1.2239 0.15 -0.03 -0.20 -0.460
C 0.4610 5.2516 -0.9481 0.11 -0.19 0.06 0.448
C 0.2530 4.4350 0.1456 -0.08 0.23 -0.19 0.027
C 0.9984 3.2593 0.3048 0.35 0.00 -0.53 0.368
C 1.9662 2.9157 -0.6525 -0.57 0.45 0.30 -0.278
C 2.1671 3.7418 -1.7603 -0.08 0.05 0.07 -0.900
C 1.4273 4.8877 -1.9026 -0.10 0.00 0.16 -0.772
H 1.5648 5.5366 -2.7526 0.03 0.06 -0.11 0.449
H 2.9024 3.4706 -2.5029 0.08 -0.02 -0.10 0.405
N 2.7027 1.7779 -0.4643 0.30 -0.23 -0.12 0.138
C 2.5478 0.8863 0.5642 0.18 0.38 -0.23 0.385
O 3.2639 -0.1078 0.6209 0.10 -0.22 0.13 -0.779
C 1.5102 1.2231 1.5323 -0.16 0.40 0.31 0.830
C 0.8038 2.3693 1.4018 0.43 -0.40 0.17 -0.112
H 0.0502 2.6243 2.1342 -0.10 0.00 0.12 0.429
C 1.2320 0.2095 2.6142 0.11 -0.02 0.05 -2.414
N 0.1436 -0.7156 2.3288 0.01 0.03 -0.01 0.296
C -1.1670 -0.0943 2.2491 -0.35 -0.19 0.07 -0.079
H -1.2243 0.6276 3.0684 -0.03 0.02 -0.03 0.566
C -2.2929 -1.1083 2.4769 0.10 0.22 0.04 -1.892
N -2.5054 -2.0316 1.3735 -0.25 -0.02 0.02 0.844
C -3.3444 -3.1541 1.7593 0.04 -0.22 -0.27 -0.738
C -3.4229 -4.1406 0.5936 -0.02 -0.06 0.39 -0.518
O -3.9503 -3.5357 -0.5607 -0.16 -0.03 -0.06 -0.449
C -3.1706 -2.4209 -0.9288 0.04 0.40 0.02 -0.611
C -3.0796 -1.3946 0.1981 0.03 -0.17 -0.28 -0.767
H -2.4358 -0.5761 -0.1233 -0.07 0.02 -0.03 0.367
H -4.0874 -0.9970 0.4136 0.03 0.01 0.01 0.389
H -3.6481 -1.9872 -1.8084 0.09 0.01 0.03 0.454
H -2.1555 -2.7522 -1.1919 0.00 0.04 -0.03 0.166
H -4.0856 -4.9732 0.8364 0.09 0.01 0.03 0.400
H -2.4132 -4.5286 0.3832 -0.06 0.00 0.04 0.165
H -2.9016 -3.6507 2.6260 -0.04 -0.01 0.01 0.413
H -4.3656 -2.8258 2.0228 0.04 -0.01 0.03 0.347
H -3.2183 -0.5489 2.7032 -0.01 -0.05 0.02 0.468
H -2.0325 -1.7046 3.3556 -0.05 0.06 0.02 0.341
H -1.3114 0.4449 1.3051 -0.06 0.07 0.20 0.271
C 0.4364 -1.6703 1.2826 0.14 -0.48 0.36 -1.067
C 0.5548 -1.1198 -0.1005 0.16 -0.25 -0.61 0.109
N -0.0264 -0.0130 -0.5170 -0.28 -0.23 0.61 0.562
N 0.3123 0.1457 -1.7889 -0.30 0.62 -0.52 -1.463
N 1.0553 -0.8004 -2.1783 0.56 -0.38 -0.83 -0.202
N 1.2447 -1.6367 -1.1516 -0.75 0.87 0.74 1.613
C 1.9778 -2.8816 -1.3482 0.42 -0.81 -0.13 1.214
C 2.7991 -2.7322 -2.6301 -0.17 0.01 0.02 -1.993
H 3.5815 -1.9937 -2.4736 0.09 0.07 -0.02 0.433
H 3.2587 -3.6849 -2.8799 0.04 -0.13 0.06 0.425
H 2.1807 -2.4015 -3.4578 0.08 -0.06 -0.08 0.476
C 2.9387 -3.1495 -0.1847 -0.08 0.15 -0.01 -1.746
H 2.4460 -3.6653 0.6358 -0.03 -0.05 0.09 0.394
H 3.7503 -3.7834 -0.5326 0.01 -0.12 -0.06 0.531
H 3.3636 -2.2153 0.1759 0.04 -0.02 0.03 0.246
C 0.9479 -4.0238 -1.4595 -0.03 0.17 -0.23 -0.629
C 0.0661 -3.9495 -2.7021 0.07 -0.04 0.20 -1.460
H -0.7572 -4.6554 -2.6174 -0.08 -0.05 -0.05 0.408
H -0.3515 -2.9523 -2.8277 -0.07 0.07 -0.05 0.340
H 0.6312 -4.1953 -3.5968 0.02 0.00 -0.13 0.378
H 0.3180 -4.0004 -0.5653 0.07 -0.04 0.09 0.230
H 1.4913 -4.9704 -1.4551 0.04 -0.02 0.11 0.546
H -0.3818 -2.3999 1.2812 0.32 0.00 -0.07 0.142
H 1.3685 -2.1648 1.5537 -0.06 -0.02 -0.07 0.350
H 0.9851 0.7225 3.5482 0.06 0.00 -0.05 0.638
H 2.1347 -0.3891 2.7671 -0.07 0.12 0.08 0.420
H 3.3906 1.5318 -1.1671 -0.10 -0.08 0.20 0.236
H -0.4861 4.6652 0.8966 -0.09 0.08 0.07 0.482
H -1.7231 7.6429 -0.8775 0.01 -0.15 0.10 0.318
H -1.8329 6.1173 0.0233 0.03 0.05 -0.09 0.329
H 0.1079 6.8908 1.4639 0.04 -0.01 0.10 0.327
H -1.2631 8.0073 1.5453 -0.07 0.05 0.10 0.349
H 0.1483 8.3996 0.5532 0.05 0.08 0.00 0.308
```
Positions in Å, forces in eV/Å.

What is the formula in the fourth record? C25H37N7O3